Record 1
Below is a single C2H2Cl2N2 molecule in a non-equilibrium geometry, with properties calculated with the ωB97M-V functional and the def2-TZVPD basis.

CARTESIAN COORDINATES (ANGSTROEM)
C -0.02672 0.18603 -0.81072
C 0.68210 -0.59178 0.19213
N -0.34762 1.31964 -1.13192
N 0.52973 -1.55936 0.96185
Cl -0.41228 3.08559 -0.04856
Cl -1.14677 -2.27804 1.58497
H -0.65518 1.89499 -1.94185
H 1.37674 -2.05707 1.19411

The SMILES is ClNC#CNCl. The calculation puts the calculated total energy at -1107.1064 hartree. The value obtained for the maximum force is 0.0793 Eh/bohr. For the LUMO energy (alpha / beta), the calculation gives -1.385 / -1.385 eV. Its net charge is 0.



Record 2
Below is a molecular structure, C2H2Cl2NP in a non-equilibrium geometry, with properties calculated with the ωB97M-V functional and the def2-TZVPD basis.

CARTESIAN COORDINATES (ANGSTROEM)
C 1.74127 -0.06515 0.20770
C 0.50901 0.65885 0.11206
N 2.66619 -0.68000 0.56752
P -0.99866 -0.88869 -0.81352
Cl -1.91443 -1.48138 0.86013
Cl -2.63669 0.08594 -1.58013
H 0.11388 0.84122 1.19121
H 0.51941 1.52920 -0.54497

The calculation puts the calculated total energy at -1393.8925 hartree. The value obtained for the maximum force is 0.0567 Eh/bohr. For the LUMO energy, the calculation gives -0.609 eV. Its net charge is 0.



Record 3
Below is a single C2H2Cl2O2S molecule in a non-equilibrium geometry, with properties calculated with the ωB97M-V functional and the def2-TZVPD basis.

CARTESIAN COORDINATES (ANGSTROEM)
C -0.04857 -0.33873 0.04665
C 0.53236 0.92235 -0.13803
O -1.57014 -1.84502 2.08740
O -0.05918 -1.39961 -0.72620
S -1.01714 -0.50291 1.97685
Cl -0.71573 1.99597 -1.25169
Cl 2.07174 0.77919 -1.01460
H 0.48978 1.69234 0.57588
H 0.31688 -1.30356 -1.55625

The calculation puts the calculated total energy at -1546.3227 hartree. The value obtained for the maximum force is 0.0973 Eh/bohr. For the LUMO energy (alpha / beta), the calculation gives -1.053 / -1.479 eV. Its net charge is 0.